The following is a quantum chemistry calculation of a structure of composition C5H10O2, from OMol25.

```
! RIJCOSX wB97M-V def2-TZVPD def2/J DEFGRID3
* xyz 0 1
C -2.2121 -0.3865 -0.2782
C -0.7142 -0.3451 -0.5584
O -0.3534 0.8403 -1.2626
C 0.1202 -0.4690 0.7219
C 1.6305 -0.4615 0.4491
C 2.1032 0.7343 -0.1525
O 2.1624 1.6702 0.7245
H -2.4958 -1.3387 0.1833
H -2.5019 0.4174 0.4121
H -2.7814 -0.2657 -1.2047
H -0.4475 -1.1586 -1.2435
H -0.6125 1.5939 -0.7129
H -0.1726 0.3567 1.3880
H -0.1420 -1.3920 1.2527
H 1.9769 -1.4037 0.0150
H 1.9748 0.6686 1.4282
H 2.4654 0.9393 -1.1618
*
```

Computed properties:
- gap between HOMO and LUMO (eV) = 9.1
- HOMO energy (eV) = -8.38

Results of the natural (NBO) charge analysis, in e, for atoms 1 through 5: number 1, C, carries -0.63; number 2, C, carries 0.09; number 3, O, carries -0.72; number 4, C, carries -0.41; number 5, C, carries -0.64

The following is a quantum chemistry calculation of a cluster of 2 separate species, C5H10O2 in total, from OMol25.

```
! RIJCOSX wB97M-V def2-TZVPD def2/J DEFGRID3
* xyz 0 1
C -1.6396 -1.1311 -1.3364
O -0.6441 -0.7562 -0.3971
C 0.0817 0.3458 -0.7442
C -1.9355 1.2235 0.7299
C 1.1401 0.7436 -0.0341
C 1.6923 0.0175 1.1573
O 3.0726 -0.2737 1.0003
H -1.1840 -1.4279 -2.2889
H -2.3451 -0.3060 -1.4882
H -2.1630 -1.9859 -0.9050
H -0.2696 0.8807 -1.6252
H -1.1853 1.7364 1.3700
H -2.1793 0.3184 1.3277
H 1.6591 1.6437 -0.3523
H 1.6338 0.6429 2.0549
H 1.1066 -0.8922 1.3487
H 3.1592 -0.7793 0.1824
*
```

Computed properties:
- gap between HOMO and LUMO (alpha / beta) (eV) = 8.3 / 8.3
- HOMO energy (alpha / beta) (eV) = -8.93 / -8.93

Results of the natural (NBO) charge analysis, in e, for atoms 1 through 5: number 1, C, carries -0.26; number 2, O, carries -0.53; number 3, C, carries 0.13; number 4, C, carries -0.20; number 5, C, carries -0.31

The following is a quantum chemistry calculation of a cluster of 2 separate species, C5H10O2 in total, from OMol25.

```
! RIJCOSX wB97M-V def2-TZVPD def2/J DEFGRID3
* xyz 0 1
C 1.2201 -0.8975 1.6951
C 0.9599 0.1551 0.8234
C -0.0628 0.0267 -0.1370
C -0.9580 1.0301 -0.5112
O -0.5254 2.3317 -0.7281
C -2.4794 0.8653 -0.6454
H 2.2862 -1.0551 2.1587
H 0.3149 -1.5468 1.9976
H 1.8702 0.9003 0.7960
H -0.6893 -0.9645 0.0641
H 0.2477 2.5322 -0.2021
H -2.9167 -0.1385 -0.3403
H -2.9130 1.6184 0.1060
H -2.8993 1.0947 -1.5945
H 1.9950 -2.0320 -0.4389
H 2.3602 -1.5550 -1.7434
O 2.1895 -2.3653 -1.2999
*
```

Computed properties:
- SMILES = C=C/C=C(/C)O.O
- gap between HOMO and LUMO (eV) = 8.6
- HOMO energy (eV) = -8.24

Results of the natural (NBO) charge analysis, in e, for atoms 1 through 5: number 1, C, carries -0.45; number 2, C, carries -0.25; number 3, C, carries -0.39; number 4, C, carries 0.42; number 5, O, carries -0.69

The following is a quantum chemistry calculation of an isolated molecule of C5H10O2, from OMol25.

```
! RIJCOSX wB97M-V def2-TZVPD def2/J DEFGRID3
* xyz 0 1
C 2.3613 0.9651 -0.0004
O 1.1897 0.7653 0.7983
C 0.8918 -0.4818 1.0795
C -0.5637 -0.5149 1.4889
C -1.0186 -0.9341 0.0727
C -1.5141 0.2153 -0.8112
O -1.6593 -0.1761 -2.1620
H 2.0029 1.1927 -1.0046
H 2.9873 0.0694 -0.0217
H 2.9063 1.8149 0.4047
H -0.0482 -1.3267 -0.3029
H -0.7402 -1.3197 2.2043
H -0.9725 0.4372 1.8516
H -1.6926 -1.7909 0.0601
H -2.5035 0.5784 -0.5185
H -0.8141 1.0586 -0.7172
H -0.8124 -0.5527 -2.4215
*
```

Computed properties:
- gap between HOMO and LUMO (eV) = 9.4
- HOMO energy (eV) = -8.56

Results of the natural (NBO) charge analysis, in e, for atoms 1 through 5: number 1, C, carries -0.25; number 2, O, carries -0.52; number 3, C, carries 0.25; number 4, C, carries -0.54; number 5, C, carries -0.43

The following is a quantum chemistry calculation of an isolated molecule of C5H10O2, from OMol25.

```
! RIJCOSX wB97M-V def2-TZVPD def2/J DEFGRID3
* xyz 0 1
C 1.3185 -0.4334 -0.4410
C -0.9225 -1.3876 0.3368
C 2.0786 0.4474 0.5406
C -0.1790 -0.2716 -0.3362
C -0.7911 0.8111 -0.8536
O -2.1417 1.0189 -0.8869
O -2.4624 1.6264 0.3912
H -3.3751 1.2920 0.4280
H -0.2722 1.6166 -1.3547
H 1.6451 -0.2039 -1.4630
H 1.5908 -1.4822 -0.2688
H -0.4263 -1.6673 1.2723
H -1.9531 -1.1179 0.5862
H -0.9504 -2.2662 -0.3159
H 3.1517 0.2381 0.4802
H 1.9339 1.5091 0.3133
H 1.7553 0.2705 1.5714
*
```

Computed properties:
- SMILES = CC/C(C)=C/OO
- gap between HOMO and LUMO (eV) = 10.0
- HOMO energy (eV) = -9.14

Results of the natural (NBO) charge analysis, in e, for atoms 1 through 5: number 1, C, carries -0.43; number 2, C, carries -0.65; number 3, C, carries -0.59; number 4, C, carries 0.02; number 5, C, carries 0.07

The following is a quantum chemistry calculation of a cluster of 2 separate species, C5H10O2 in total, from OMol25.

```
! RIJCOSX wB97M-V def2-TZVPD def2/J DEFGRID3
* xyz 0 1
C -1.2367 -1.4396 0.2730
C -0.5299 -0.2307 -0.2844
C 0.8304 -0.4704 -0.8975
C 2.4448 0.7928 1.3879
O 1.8846 1.8704 0.9135
C -1.3193 0.9341 -0.6943
O -0.6372 0.9335 0.5615
H -1.4588 -2.1472 -0.5322
H -0.6137 -1.9507 1.0157
H -2.1715 -1.1398 0.7537
H 1.2036 0.4151 -1.4167
H 0.7775 -1.2947 -1.6128
H 1.5816 -0.7453 -0.1462
H 1.6048 0.1336 1.7669
H 0.9012 1.8154 0.9282
H -2.4062 0.8948 -0.6241
H -0.9129 1.6206 -1.4360
*
```

Computed properties:
- gap between HOMO and LUMO (eV) = 9.1
- HOMO energy (eV) = -8.30

Results of the natural (NBO) charge analysis, in e, for atoms 1 through 5: number 1, C, carries -0.63; number 2, C, carries 0.22; number 3, C, carries -0.64; number 4, C, carries 0.09; number 5, O, carries -0.65

The following is a quantum chemistry calculation of an isolated molecule of C5H10O2, from OMol25.

```
! RIJCOSX wB97M-V def2-TZVPD def2/J DEFGRID3
* xyz 0 1
C 0.8952 0.0283 -1.4710
C 0.9047 -0.1203 0.0422
C 0.1832 1.0097 0.8335
O -0.2118 2.0952 0.0127
C -0.8476 -0.0207 1.2629
C -0.0699 -1.0943 0.7033
O -1.3172 -1.6536 -0.4176
H 1.2569 -0.8801 -1.9678
H 1.5392 0.8615 -1.7662
H -0.1062 0.2756 -1.8364
H 1.9276 -0.3039 0.3930
H 0.8129 1.3878 1.6544
H -0.9690 2.5128 0.4400
H -1.3724 -0.0488 2.2167
H -1.6226 -0.6460 0.0821
H 0.2042 -2.0662 1.1093
H -1.0547 -1.5316 -1.3472
*
```

Computed properties:
- gap between HOMO and LUMO (eV) = 9.3
- HOMO energy (eV) = -8.32

Results of the natural (NBO) charge analysis, in e, for atoms 1 through 5: number 1, C, carries -0.62; number 2, C, carries -0.27; number 3, C, carries 0.09; number 4, O, carries -0.73; number 5, C, carries -0.62

The following is a quantum chemistry calculation of a cluster of 2 separate species, C5H10O2 in total, from OMol25.

```
! RIJCOSX wB97M-V def2-TZVPD def2/J DEFGRID3
* xyz 0 1
C -0.9939 0.0588 -2.1729
O -0.6477 -0.0095 -0.8064
C 0.5032 0.7707 -0.5170
C 0.7017 0.9564 0.9602
C -0.2388 0.8651 1.8955
C 1.0602 -1.7594 1.1483
O -0.1716 -2.1294 0.8936
H -1.2292 1.0922 -2.4658
H -1.8792 -0.5638 -2.3200
H -0.1797 -0.3099 -2.8144
H 1.3903 0.2904 -0.9532
H 0.3878 1.7628 -0.9861
H 1.7221 1.2110 1.2387
H -0.0038 1.0330 2.9423
H -1.2561 0.5745 1.6523
H 1.1940 -2.0764 2.2150
H -0.4048 -1.7444 0.0231
*
```

Computed properties:
- gap between HOMO and LUMO (eV) = 9.1
- HOMO energy (eV) = -8.15

Results of the natural (NBO) charge analysis, in e, for atoms 1 through 5: number 1, C, carries -0.25; number 2, O, carries -0.57; number 3, C, carries -0.11; number 4, C, carries -0.19; number 5, C, carries -0.40